# 1
Entry from OMol25: one molecule with the formula C3H2Cl2O2 at a distorted geometry (ωB97M-V/def2-TZVPD).

- Orbital gap: 9.91 eV
- Structure (SMILES): O=C(O)/C(Cl)=C/Cl
- Max |F|: 2.749 eV Å⁻¹
- Energy above the lowest of the compared OMol25 structures with the same formula, charge and spin: 10.5 kcal per mole
- HOMO level: -0.373 hartree
- DFT total energy: -1186.37416 Ha

Bonds (Å) are listed after each position.
Positions of all 9 atoms, in Å:
1 C 0.38 -0.33 0.96  C2 1.456, O6 1.350, O7 1.208
2 C 0.07 0.01 -0.42  C1 1.456, C3 1.345, Cl8 1.712
3 C -0.60 1.16 -0.61  C2 1.345, H5 1.094, Cl9 1.699
4 H 0.77 -2.05 0.42  O6 0.949
5 H -0.82 1.73 0.29  C3 1.094
6 O 0.84 -1.57 1.23  C1 1.350, H4 0.949
7 O 0.28 0.46 1.87  C1 1.208
8 Cl 0.40 -1.08 -1.70  C2 1.712
9 Cl -1.33 1.67 -2.06  C3 1.699

# 2
Entry from OMol25: a 2-piece molecular cluster, C3H2Cl2O2 overall at a distorted geometry (ωB97M-V/def2-TZVPD).

- Orbital gap: 10.13 eV
- Structure (SMILES): C=C(Cl)Cl.O=C=O
- Max |F|: 3.700 eV Å⁻¹
- Energy above the lowest of the compared OMol25 structures with the same formula, charge and spin: 14.5 kcal per mole
- HOMO level: -0.353 hartree
- DFT total energy: -1186.36779 Ha

Bonds (Å) are listed after each position.
Positions of all 9 atoms, in Å:
1 C -0.60 0.87 2.00  O4 1.160, O5 1.149
2 C -0.32 -0.92 -1.08  C3 1.310, H8 1.182, H9 1.072
3 C 0.65 -0.07 -0.84  C2 1.310, Cl6 1.703, Cl7 1.682
4 O -1.23 1.83 2.15  C1 1.160
5 O -0.03 -0.10 1.74  C1 1.149
6 Cl 2.15 -0.49 -0.16  C3 1.703
7 Cl 0.57 1.54 -1.31  C3 1.682
8 H 0.11 -2.02 -1.14  C2 1.182
9 H -1.31 -0.64 -1.36  C2 1.072

# 3
Entry from OMol25: one molecule with the formula C3H2Cl2OS2 at a distorted geometry (ωB97M-V/def2-TZVPD).

- Orbital gap: 8.80 eV
- Max |F|: 3.311 eV Å⁻¹
- Energy above the lowest of the compared OMol25 structures with the same formula, charge and spin: 37.6 kcal per mole
- HOMO level: -0.335 hartree
- DFT total energy: -1907.43531 Ha

Bonds (Å) are listed after each position.
Positions of all 10 atoms, in Å:
1 C 0.12 1.24 0.61  C2 1.331, S5 1.742, H9 1.079
2 C 1.11 0.39 0.38  C1 1.331, S6 1.827, Cl7 1.718
3 C -1.31 -0.78 -0.30  S5 1.774, S6 2.244, Cl8 1.748, H10 1.083
4 O 1.20 -0.64 -2.02  S6 1.445
5 S -1.48 0.97 -0.02  C1 1.742, C3 1.774
6 S 0.88 -1.08 -0.68  C2 1.827, C3 2.244, O4 1.445
7 Cl 2.72 0.63 0.92  C2 1.718
8 Cl -1.61 -1.76 1.11  C3 1.748
9 H 0.24 2.16 1.16  C1 1.079
10 H -1.87 -1.13 -1.16  C3 1.083